(1)
Formula: C7H12
Source: the Open Molecules 2025 dataset
Level of theory: ωB97M-V/def2-TZVPD

The LUMO energy comes out at 1.08 eV. The largest force on an atom comes out at 7.55 eV/A. As for the structure (SMILES): C=C(C)C/C=C/C.

```
! wB97M-V def2-TZVPD RIJCOSX def2/J DEFGRID3
* xyz 0 1
C -1.26 1.90 1.02
C -1.45 0.67 0.47
C -2.09 -0.41 1.34
C -0.81 0.14 -0.77
C 0.63 -0.29 -0.42
C 1.63 -0.73 -1.34
C 3.00 -0.87 -0.68
H -2.07 2.33 1.58
H -0.66 2.69 0.68
H -2.79 -0.85 0.53
H -2.90 0.07 2.09
H -1.40 -1.31 1.66
H -1.42 -0.79 -1.08
H -0.85 0.93 -1.52
H 1.03 -0.30 0.56
H 1.37 -0.58 -2.31
H 3.63 -1.79 -0.88
H 3.42 0.00 -1.31
H 2.98 -0.80 0.38
*
```

***

(2)
Formula: C7H12
Source: the Open Molecules 2025 dataset
Level of theory: ωB97M-V/def2-TZVPD

The LUMO energy comes out at 0.81 eV. The largest force on an atom comes out at 3.14 eV/A.

```
! wB97M-V def2-TZVPD RIJCOSX def2/J DEFGRID3
* xyz 0 1
C -3.21 -0.12 0.09
C -0.63 -0.66 -0.08
C 0.02 0.24 -1.08
C 1.13 0.03 -0.04
C 2.39 -0.76 -0.18
C 2.46 0.73 0.02
C 0.08 -0.07 1.09
H -3.98 -0.30 -0.67
H -3.01 0.99 0.04
H -3.67 -0.28 1.08
H -2.32 -1.02 -0.08
H 0.13 -0.17 -2.09
H -0.26 1.30 -1.11
H 2.62 -1.15 -1.17
H 2.67 -1.41 0.64
H 2.73 1.36 -0.82
H 2.78 1.10 0.99
H -0.18 0.94 1.42
H 0.25 -0.74 1.94
*
```

***

(3)
Formula: C7H12
Source: the Open Molecules 2025 dataset
Level of theory: ωB97M-V/def2-TZVPD

The LUMO energy comes out at 1.15 eV. The largest force on an atom comes out at 2.32 eV/A. As for the structure (SMILES): CC[C@H]1C[C@H]2C[C@@H]12.

```
! wB97M-V def2-TZVPD RIJCOSX def2/J DEFGRID3
* xyz 0 1
C -2.36 0.84 0.15
C -1.03 0.49 -0.43
C -0.10 -0.20 0.61
C 0.64 -1.55 0.29
C 2.00 -0.77 0.16
C 1.65 0.26 -0.95
C 1.24 0.43 0.50
H -2.93 1.39 -0.61
H -2.18 1.45 1.03
H -2.91 -0.05 0.44
H -1.17 -0.12 -1.33
H -0.58 1.44 -0.76
H -0.52 -0.24 1.62
H 0.29 -2.11 -0.58
H 0.61 -2.20 1.18
H 2.93 -1.17 0.58
H 1.73 1.27 -1.36
H 1.02 -0.25 -1.67
H 1.62 1.31 1.03
*
```

***

(4)
Formula: C7H12
Source: the Open Molecules 2025 dataset
Level of theory: ωB97M-V/def2-TZVPD

The LUMO energy comes out at 0.71 eV. The largest force on an atom comes out at 0.26 eV/A.

```
! wB97M-V def2-TZVPD RIJCOSX def2/J DEFGRID3
* xyz 0 1
C -0.35 -0.41 -2.46
C -0.09 0.58 -1.33
C -0.79 0.16 -0.05
C -0.21 -1.05 0.73
C 0.28 -0.38 1.99
C 1.24 0.72 1.73
C -0.21 1.08 1.91
H 0.15 -0.10 -3.38
H -1.43 -0.49 -2.67
H 0.00 -1.41 -2.19
H 0.99 0.67 -1.16
H -0.45 1.58 -1.61
H -1.87 0.05 -0.20
H 0.59 -1.57 0.17
H -0.98 -1.79 0.93
H 0.26 -0.90 2.94
H 1.80 1.10 2.59
H 1.79 0.78 0.80
H -0.84 1.10 0.68
*
```

***

(5)
Formula: C7H12
Source: the Open Molecules 2025 dataset
Level of theory: ωB97M-V/def2-TZVPD

The LUMO energy comes out at 1.07 eV. The largest force on an atom comes out at 0.55 eV/A. As for the structure (SMILES): CC=C=CCCC.

```
! wB97M-V def2-TZVPD RIJCOSX def2/J DEFGRID3
* xyz 0 1
C 3.50 -0.74 0.94
C 2.32 -0.88 -0.02
C 1.48 0.00 -0.53
C 0.48 0.72 -0.97
C -0.76 0.89 -0.12
C -1.91 -0.01 -0.60
C -3.20 0.28 0.16
H 3.75 0.29 1.18
H 4.42 -1.23 0.60
H 3.24 -1.26 1.88
H 2.07 -1.91 -0.30
H 0.43 1.11 -2.00
H -0.48 0.63 0.91
H -1.11 1.94 -0.08
H -1.61 -1.06 -0.47
H -2.06 0.13 -1.68
H -3.07 0.08 1.23
H -3.46 1.34 0.05
H -4.03 -0.32 -0.20
*
```

***

(6)
Formula: C7H12BBrO6P3
Source: the Open Molecules 2025 dataset
Level of theory: ωB97M-V/def2-TZVPD

The LUMO energy comes out at -4.69 eV. The largest force on an atom comes out at 6.70 eV/A.

```
! wB97M-V def2-TZVPD RIJCOSX def2/J DEFGRID3
* xyz 1 1
O 0.94 -1.44 2.72
P 1.44 -0.13 1.97
P 2.87 -0.47 0.36
C 2.13 -1.22 -1.23
B 0.96 -2.34 -0.82
O -0.43 -1.79 -0.75
O 1.31 -3.76 -0.52
P 4.51 -1.76 0.99
O 4.38 -3.29 0.10
Br 4.19 -2.39 3.18
H 2.00 0.80 2.93
H 0.24 0.49 1.40
H 3.43 0.81 0.02
H 1.77 -0.44 -2.03
H 3.00 -1.86 -1.74
H -0.28 -0.85 -0.40
H 0.43 -4.25 -0.56
H 5.29 -3.71 0.28
C -3.41 3.57 0.11
C -2.19 3.04 0.21
C -1.87 1.73 -0.38
O -0.75 1.24 -0.29
C -2.96 1.03 -1.09
C -4.18 1.56 -1.19
C -4.49 2.87 -0.60
O -5.61 3.36 -0.69
H -3.66 4.54 0.54
H -1.38 3.55 0.73
H -2.71 0.06 -1.53
H -4.99 1.05 -1.71
*
```

***

(7)
Formula: C7H12BMnN3O4
Source: the Open Molecules 2025 dataset
Level of theory: ωB97M-V/def2-TZVPD

The LUMO energy (alpha / beta) comes out at -11.28 / -11.38 eV. The largest force on an atom comes out at 2.18 eV/A.

```
! wB97M-V def2-TZVPD RIJCOSX def2/J DEFGRID3
* xyz 2 6
N 1.20 0.52 3.14
C 1.28 0.46 2.00
C 1.42 0.30 0.57
B 2.46 -0.88 0.27
O 2.45 -2.08 0.90
O 3.37 -0.59 -0.71
C 0.09 0.11 -0.20
C 0.24 -1.18 -0.95
N 0.32 -2.08 -1.69
C -1.17 -0.07 0.65
C -2.44 -0.35 -0.14
N -3.45 -0.85 0.77
C -0.04 1.22 -1.28
O 0.34 2.49 -0.92
O -0.34 2.81 0.31
H 1.89 1.22 0.22
H 1.96 -2.79 0.48
H 4.12 -1.21 -0.68
H -1.34 0.81 1.24
H -1.03 -0.91 1.33
H -2.78 0.55 -0.66
H -2.29 -1.12 -0.91
H -3.40 -0.40 1.67
H -4.37 -0.71 0.37
H -1.02 1.21 -1.76
H 0.72 0.97 -2.11
H 0.40 2.96 0.93
Mn 1.39 -0.43 -2.81
*
```

***

(8)
Formula: C7H12Br2F9NO12S3V
Source: the Open Molecules 2025 dataset
Level of theory: ωB97M-V/def2-TZVPD

The LUMO energy comes out at 4.52 eV. The largest force on an atom comes out at 2.44 eV/A.

```
! wB97M-V def2-TZVPD RIJCOSX def2/J DEFGRID3
* xyz -3 1
O 0.50 2.43 -0.38
V 1.43 1.30 0.20
O 0.59 -0.06 0.51
C -0.72 -2.68 -0.64
C -1.91 -1.76 -0.79
C -1.79 -0.92 -2.03
O -2.88 -0.10 -2.30
C -3.13 0.96 -1.35
N -3.21 -2.52 -0.69
H -3.99 -1.92 -0.39
H -3.51 -2.86 -1.61
H -3.25 -3.23 0.05
H -0.74 -3.23 0.30
H 0.17 -2.04 -0.67
H -0.57 -3.38 -1.47
H -1.91 -1.16 0.10
H -1.70 -1.55 -2.91
H -0.86 -0.42 -1.87
H -2.24 1.59 -1.33
H -3.44 0.52 -0.40
H -3.96 1.53 -1.78
C 3.09 -2.77 -0.22
F 3.77 -3.94 -0.34
F 2.63 -2.42 -1.42
F 2.04 -3.05 0.58
S 4.16 -1.39 0.47
O 5.21 -1.30 -0.51
O 3.24 -0.27 0.56
O 4.57 -1.85 1.78
C 2.96 5.04 -1.38
F 3.42 5.35 -2.62
F 2.93 6.20 -0.68
F 1.72 4.58 -1.46
S 4.10 3.80 -0.52
O 3.30 2.59 -0.40
O 5.23 3.62 -1.41
O 4.43 4.43 0.74
C -2.61 -0.57 2.48
F -1.65 -1.45 2.72
F -2.12 0.33 1.64
F -3.65 -1.27 1.93
S -3.20 0.21 4.11
O -3.72 1.51 3.71
O -4.21 -0.73 4.58
O -2.03 0.24 4.95
Br 1.68 2.09 2.85
Br 1.80 0.55 -2.67
*
```

***

(9)
Formula: C7H12BrNOS
Source: the Open Molecules 2025 dataset
Level of theory: ωB97M-V/def2-TZVPD

The LUMO energy comes out at 0.02 eV. The largest force on an atom comes out at 3.93 eV/A. As for the structure (SMILES): CCO[C@@H](C)SC[C@H](Br)C#N.

```
! wB97M-V def2-TZVPD RIJCOSX def2/J DEFGRID3
* xyz 0 1
C -3.10 -1.15 -0.86
C -2.41 -0.54 0.40
O -1.49 0.50 0.08
C -0.21 0.53 0.62
C -0.25 0.52 2.15
S 0.87 -0.95 0.04
C 1.83 -0.36 -1.41
C 3.21 0.33 -1.08
Br 4.25 -0.74 0.33
C 3.18 1.65 -0.53
N 3.13 2.70 -0.14
H -2.36 -1.37 -1.63
H -3.59 -2.10 -0.64
H -3.75 -0.41 -1.36
H -2.03 -1.34 1.07
H -3.42 -0.19 0.94
H 0.34 1.50 0.31
H -0.32 1.60 2.46
H 0.60 0.14 2.56
H -1.20 0.18 2.55
H 1.10 0.33 -1.76
H 1.93 -1.16 -2.11
H 3.70 0.31 -1.99
*
```

***

(10)
Formula: C7H12CdN3
Source: the Open Molecules 2025 dataset
Level of theory: ωB97M-V/def2-TZVPD

The LUMO energy comes out at 2.95 eV. The largest force on an atom comes out at 4.11 eV/A.

```
! wB97M-V def2-TZVPD RIJCOSX def2/J DEFGRID3
* xyz -1 1
C -1.21 0.55 -2.53
Cd 0.08 1.45 -1.11
N 0.86 -1.24 -0.55
H -0.32 1.99 0.37
H 1.21 2.19 -0.11
H -1.59 1.54 -2.82
H -1.75 -0.29 -2.31
H -0.39 0.24 -3.21
H 0.31 -1.64 0.15
H 1.82 -1.16 -0.21
H 0.90 -1.93 -1.28
N 3.04 -0.13 5.35
C 2.08 -0.18 4.72
C 0.86 -0.24 3.95
C -0.38 -0.36 4.56
C -1.55 -0.41 3.78
C -1.40 -0.30 2.37
N -0.21 -0.18 1.81
C 0.91 -0.14 2.54
H -0.45 -0.43 5.65
H -2.52 -0.48 4.20
H -2.27 -0.30 1.73
H 1.87 0.00 2.04
*
```